# 1
# C17H33CuN11O4PS3

A molecular structure, C17H33CuN11O4PS3 (wB97M-V/def2-TZVPD, the OMol25 dataset).

XYZ file:
```
70
C17H33CuN11O4PS3, DFT wB97M-V/def2-TZVPD
Cu -0.1414 -0.7392 0.9193
N 1.0138 0.5302 4.9147
C 2.1495 -0.1605 4.5733
C 1.8763 -0.7413 3.3762
N 0.5999 -0.4140 2.9780
C 0.1041 0.3501 3.9295
C -1.2723 0.8307 4.0280
N -2.3329 0.0816 3.8483
C -3.4071 0.8978 4.0972
C -2.9822 2.1469 4.4356
N -1.6118 2.0923 4.3937
H 0.8488 1.0141 5.7812
H 3.0251 -0.1764 5.1967
H 2.5116 -1.3560 2.7640
H -4.4189 0.5384 4.0192
H -3.5126 3.0470 4.6897
H -0.9843 2.8691 4.5124
N -1.6550 -2.5083 2.1620
N -2.4158 -3.0784 1.1713
C -2.3610 -2.8052 -0.1575
N -3.1628 -3.5625 -0.9106
N -1.5628 -1.8192 -0.5652
N -1.6267 -1.4272 -1.8808
O -1.2753 -0.2829 -2.0877
O -1.9306 -2.2058 -2.7797
H -0.6541 -2.7354 2.1546
H -1.9675 -1.6116 2.5554
H -2.8813 -3.9277 1.4464
H -3.8125 -4.1971 -0.4820
H -3.1090 -3.4681 -1.9120
C -4.5768 2.3079 -0.3570
N -3.2635 2.3757 -0.9517
C -3.0238 3.1328 -2.1766
C -1.5512 2.8232 -2.4823
N -1.0970 2.2304 -1.2267
C -2.1316 1.8719 -0.4536
S -2.0495 0.9583 0.9754
H -5.2601 1.7584 -1.0067
H -4.9698 3.3151 -0.2052
H -4.5077 1.8017 0.6016
H -3.2044 4.1972 -2.0069
H -3.6936 2.7921 -2.9660
H -0.9805 3.7184 -2.7184
H -1.4511 2.1108 -3.3030
H -0.2484 1.6808 -1.1789
C 4.9653 0.8539 -1.1473
C 4.7344 -0.5876 -0.7487
C 4.7013 -0.7992 0.7482
O 3.5242 -1.0661 -1.4242
P 2.0227 -1.1037 -0.9606
S 1.5367 -2.4427 0.4298
S 1.4217 0.6544 -0.2114
O 1.2838 -1.5491 -2.2687
C 1.4818 -1.1179 -3.6567
C 2.6118 -1.9079 -4.2808
C 1.6538 0.3816 -3.7667
H 5.9159 1.1941 -0.7346
H 4.1716 1.4943 -0.7616
H 5.0103 0.9530 -2.2315
H 5.5054 -1.2201 -1.1878
H 3.9461 -0.1661 1.2156
H 5.6763 -0.5280 1.1546
H 4.5042 -1.8416 0.9960
H 0.5347 -1.4069 -4.1115
H 3.5796 -1.5803 -3.9045
H 2.5915 -1.7640 -5.3619
H 2.4932 -2.9711 -4.0756
H 2.5778 0.7131 -3.2904
H 0.8111 0.9013 -3.3125
H 1.7027 0.6504 -4.8226
```

## Properties
2S+1   2
ΔE to the lowest compared entry with this formula, charge and spin   0.0 kJ/mol
Total charge   +1
Frontier orbital gap (alpha / beta)   8.618 / 6.893 eV

***

# 2
# C17H33F2N4O6S

2 unconnected molecules or ions with the total composition C17H33F2N4O6S (wB97M-V/def2-TZVPD, the OMol25 dataset).

XYZ file:
```
63
C17H33F2N4O6S, DFT wB97M-V/def2-TZVPD
C 3.7073 -3.0372 2.9619
C 2.1893 -2.9531 3.0103
C 1.6067 -1.9036 2.0731
N 1.4358 -0.6049 2.7508
N 0.3250 0.1079 2.3093
C 0.3258 0.7153 1.1486
N -0.7449 1.3832 0.6592
C -0.5372 1.6349 -0.7582
C 0.8136 0.9349 -1.0719
C 0.5280 -0.5038 -1.5979
C -0.7794 -1.1215 -1.0879
C -1.9848 -0.9560 -2.0223
O -3.0571 -0.3135 -1.3684
C -3.6908 -1.1739 -0.4508
C -3.9518 -0.5049 0.8702
O -3.9902 -2.3311 -0.6957
C 1.7202 1.5923 -2.1230
C 0.9753 2.5206 -3.0796
C 1.9617 3.1680 -4.0571
F 0.0008 1.8301 -3.7527
N 1.3918 0.7253 0.2659
C 2.4705 1.5862 0.7799
C 2.2288 3.0880 0.6752
C 1.5102 3.7100 1.8695
F 3.4847 3.6862 0.5734
H 4.0605 -3.9103 3.4945
H 4.0259 -3.1594 1.9315
H 4.1673 -2.1359 3.3530
H 1.7961 -3.9041 2.6665
H 1.8106 -2.8136 4.0204
H 0.6254 -2.2425 1.7495
H 2.2427 -1.7925 1.2040
H 1.4292 -0.6860 3.7527
H -0.5130 0.1104 2.8684
H -1.0813 2.1560 1.2169
H -1.3627 1.3406 -1.3928
H -0.5150 2.7220 -0.8516
H 0.4883 -0.5024 -2.6807
H 1.3447 -1.1615 -1.3192
H -0.6137 -2.1924 -1.0122
H -1.0477 -0.7973 -0.0902
H -2.2777 -1.9299 -2.3995
H -1.7381 -0.3585 -2.8952
H -4.8129 0.1489 0.7997
H -3.0942 0.0943 1.1780
H -4.1391 -1.2640 1.6137
H 2.5196 2.1994 -1.7123
H 2.1914 0.8433 -2.7487
H 0.5623 3.3260 -2.4771
H 1.7229 2.8770 -5.0722
H 2.9662 2.8061 -3.8638
H 1.9963 4.2415 -3.9329
H 3.3664 1.3718 0.2049
H 2.7146 1.3525 1.8088
H 1.7052 3.3706 -0.2298
H 0.6470 4.2687 1.5173
H 1.1219 2.9675 2.5581
H 2.1433 4.4218 2.3799
O -6.7531 -3.1873 -0.3612
S -6.4838 -4.6176 -0.7077
O -7.7500 -5.3900 -0.6845
O -5.5313 -5.1753 0.2964
O -5.8734 -4.6772 -2.0644
```

## Properties
Total charge   -1
Frontier orbital gap   1.646 eV

***

# 3
# C17H33IN2O6

3 unconnected molecules or ions with the total composition C17H33IN2O6 (wB97M-V/def2-TZVPD, the OMol25 dataset).

XYZ file:
```
59
C17H33IN2O6, DFT wB97M-V/def2-TZVPD
C -1.7061 -0.5675 2.4576
C -3.1603 -0.5635 1.7919
O -3.3089 -1.4245 0.6327
C -2.9703 -2.7733 0.9024
C -1.7523 -3.3009 0.4027
C -0.5596 -2.6543 -0.4228
I -1.2387 -1.3227 -2.0487
C 0.3607 -3.7802 -1.1631
C 1.5311 -4.3552 -0.2118
C -1.8443 -4.8213 0.8913
O -1.2805 -5.8501 0.4760
O -2.7214 -4.8803 2.0471
C -3.7356 -3.8963 1.7339
O -4.9211 -4.0300 2.0595
H -1.3000 -1.5966 2.7282
H -1.8036 0.0069 3.4566
H -0.9739 0.0632 1.8266
H -3.3412 0.5126 1.4129
H -4.0178 -0.7539 2.5447
H 0.1057 -2.0737 0.3290
H 0.8146 -3.2245 -2.0672
H -0.3311 -4.6011 -1.5695
H 1.5412 -5.5006 -0.3510
H 2.5132 -3.9176 -0.6044
H 1.3779 -4.0699 0.8823
C -1.3746 3.5137 0.2060
O -1.3751 3.1798 1.5849
C -0.8912 4.2090 2.4431
C -1.9311 5.2974 2.7814
C -2.1681 6.2895 1.6467
N -3.2176 4.7103 3.1767
H -0.5294 4.1529 -0.0647
H -2.3177 3.9925 -0.0643
H -1.3033 2.5857 -0.3661
H -0.6145 3.7065 3.3757
H 0.0319 4.6450 2.0407
H -1.5404 5.8676 3.6318
H -2.7868 5.8764 0.8482
H -2.6856 7.1768 2.0218
H -1.2215 6.6185 1.2084
H -3.0724 4.1263 3.9983
H -3.4833 4.0428 2.4517
C 2.1858 -0.2907 -1.5704
O 2.3116 -1.3091 -2.5501
C 2.9336 -0.8880 -3.7605
C 4.4749 -0.8500 -3.7045
C 5.0290 0.3523 -2.9458
N 5.0240 -2.0782 -3.1162
H 2.0006 0.6909 -2.0157
H 3.0785 -0.2636 -0.9421
H 1.3398 -0.5427 -0.9264
H 2.6424 -1.6289 -4.5124
H 2.5186 0.0713 -4.0945
H 4.8363 -0.7745 -4.7363
H 4.9428 0.2437 -1.8633
H 6.0919 0.4826 -3.1677
H 4.5143 1.2723 -3.2378
H 4.7343 -2.8717 -3.6850
H 4.5443 -2.2314 -2.2285
```

## Properties
SMILES   CCOC1=C([C@H](I)CC)C(=O)OC1=O.COC[C@@H](C)N.COC[C@@H](C)N
Total charge   0
Frontier orbital gap   8.468 eV

***

# 4
# C17H33N2O9

3 unconnected molecules or ions with the total composition C17H33N2O9 (wB97M-V/def2-TZVPD, the OMol25 dataset).

XYZ file:
```
61
C17H33N2O9, DFT wB97M-V/def2-TZVPD
O -3.3178 3.7891 8.9856
N -4.3931 4.4159 8.9577
O -4.7279 4.6745 7.6534
C -4.5716 3.3237 7.0188
C -5.6802 2.1735 7.5106
C -5.4859 0.6731 6.8611
O -6.4340 -0.3807 7.3170
C -4.2599 0.4017 5.7984
C -3.2710 1.6434 5.3876
N -3.4637 3.0138 6.0009
H -6.5147 2.4605 8.2910
H -6.0996 -0.5878 8.2607
H -4.1299 -0.7038 5.3672
H -2.3685 1.5082 4.6428
H -2.8098 3.7903 5.7261
C -0.2692 -4.2565 1.3437
O -0.5215 -2.9713 0.7877
C -1.7436 -2.3977 1.2488
C -1.5702 -0.9040 1.5569
O -0.7687 -0.6259 2.7124
C 0.6358 -0.8969 2.6057
C 1.3827 0.0035 1.6134
O 1.0641 -0.3604 0.2696
C 0.9613 0.7522 -0.6028
H -0.8742 -5.0066 0.8294
H 0.7872 -4.4879 1.1931
H -0.4707 -4.2755 2.4143
H -2.1221 -2.9092 2.1353
H -2.4798 -2.5132 0.4401
H -2.5608 -0.4978 1.7859
H -1.2125 -0.3469 0.6922
H 0.8139 -1.9526 2.4053
H 1.0458 -0.7014 3.6029
H 2.4633 -0.1372 1.7380
H 1.1389 1.0502 1.8148
H 0.3928 1.5683 -0.1512
H 0.4351 0.4305 -1.5041
H 1.9613 1.0977 -0.8827
C 2.3635 -0.2577 -8.5967
O 3.0166 -0.6183 -7.3851
C 4.3006 -0.0125 -7.2455
C 4.5231 0.4847 -5.8105
O 3.7250 1.6181 -5.4452
C 2.3175 1.3932 -5.2844
C 1.9499 0.4901 -4.1001
O 2.2804 -0.8695 -4.3860
C 2.7726 -1.5753 -3.2593
H 2.7809 -0.8325 -9.4264
H 1.3038 -0.5001 -8.4940
H 2.4489 0.8104 -8.7943
H 4.4350 0.8171 -7.9417
H 5.0487 -0.7847 -7.4768
H 5.5612 0.8246 -5.7369
H 4.4192 -0.3159 -5.0795
H 1.8714 1.0413 -6.2136
H 1.8855 2.3819 -5.0929
H 0.8663 0.5307 -3.9355
H 2.4562 0.8457 -3.1986
H 3.5008 -0.9845 -2.6992
H 3.2712 -2.4794 -3.6154
H 1.9404 -1.8641 -2.6100
```

## Properties
Total charge   +1
Frontier orbital gap   4.534 eV

***

# 5
# C17H33N7O5

4 unconnected molecules or ions with the total composition C17H33N7O5 (wB97M-V/def2-TZVPD, the OMol25 dataset).

XYZ file:
```
62
C17H33N7O5, DFT wB97M-V/def2-TZVPD
N -0.6170 0.8908 0.4373
C -1.6550 0.9765 -0.5618
N -2.1792 2.3454 -0.6030
N -2.7883 0.0727 -0.2473
C -1.1688 0.4641 -1.9293
O 0.1947 0.8083 -2.2781
C 0.4250 2.1274 -2.4130
O 1.0344 2.8016 -1.6152
N -0.1600 2.6852 -3.5702
O -0.0388 1.8406 -4.7029
C 0.2850 4.0454 -3.8390
C -0.6951 5.0490 -3.2467
O -1.8700 4.9942 -3.4516
O -0.1391 6.0514 -2.5337
H -0.4930 1.7478 0.9603
H 0.2659 0.5885 0.0533
H -2.6278 2.5492 -1.4878
H -1.4464 3.0209 -0.4280
H -2.5303 -0.4325 0.5937
H -3.5747 0.6576 0.0167
H -1.2458 -0.6202 -1.9569
H -1.8328 0.8629 -2.7036
H 0.9102 1.7779 -4.9015
H 0.2523 4.1957 -4.9208
H 1.3061 4.2203 -3.4971
H 0.6530 5.7289 -2.0789
C 1.0097 -1.3442 -5.2088
C 1.2390 -2.8500 -5.1913
C 0.0707 -3.6197 -4.5663
C -0.1530 -3.2295 -3.1742
N -0.3284 -2.9181 -2.0800
H 0.9143 -0.9398 -4.2003
H 1.8477 -0.8383 -5.6910
H 0.1032 -1.0870 -5.7590
H 2.1538 -3.0780 -4.6410
H 1.3808 -3.2150 -6.2100
H 0.2620 -4.6931 -4.5876
H -0.8501 -3.4347 -5.1220
C -0.7727 1.5497 5.2130
C 0.2577 0.6057 4.6084
C 1.5092 1.3328 4.0982
C 1.1621 2.2721 3.0348
N 0.8067 2.9883 2.2071
H -1.1436 2.2578 4.4710
H -1.6269 0.9867 5.5869
H -0.3493 2.1170 6.0447
H -0.2022 0.0493 3.7901
H 0.5674 -0.1244 5.3596
H 2.2339 0.6246 3.6937
H 1.9953 1.8821 4.9065
C 0.9987 -4.1685 5.7909
C 0.9887 -4.4326 4.2901
C 0.5700 -3.2050 3.4737
C -0.7823 -2.7654 3.8163
N -1.8472 -2.4289 4.0966
H 0.0028 -3.9114 6.1538
H 1.3307 -5.0525 6.3347
H 1.6740 -3.3475 6.0409
H 0.3130 -5.2595 4.0661
H 1.9845 -4.7373 3.9637
H 0.5923 -3.4223 2.4052
H 1.2540 -2.3736 3.6578
```

## Properties
SMILES   NC(N)(N)COC(=O)N(O)CC(=O)O.CCCC#N.CCCC#N.CCCC#N
Total charge   0
Frontier orbital gap   9.193 eV

***

# 6
# C17H33NO3P2Ti

A molecular structure, C17H33NO3P2Ti (wB97M-V/def2-TZVPD, the OMol25 dataset).

XYZ file:
```
57
C17H33NO3P2Ti, DFT wB97M-V/def2-TZVPD
Ti -0.1160 0.0913 0.0861
P -0.8131 -2.0369 -1.0022
P 0.6095 2.1991 1.2021
N -0.0848 0.8939 -1.5108
H -1.1394 -2.4746 2.5441
C -2.6195 -2.4832 -1.0097
H -2.8125 -3.4419 -1.5251
H -3.1807 -1.6783 -1.5141
H -2.9774 -2.5520 0.0319
C -0.0593 -3.5916 -0.3389
H -0.5082 -4.4920 -0.7945
H -0.2009 -3.6233 0.7543
H 1.0229 -3.5728 -0.5483
C -0.3906 -2.1083 -2.7950
H -0.5673 -3.1143 -3.2142
H 0.6698 -1.8317 -2.9128
H -1.0018 -1.3667 -3.3348
C -0.6762 3.3012 1.9712
H -0.2383 4.2279 2.3846
H -1.1873 2.7483 2.7774
H -1.4244 3.5618 1.2034
C 1.8153 2.0162 2.5933
H 2.0521 2.9869 3.0639
H 2.7396 1.5616 2.1995
H 1.3874 1.3345 3.3472
C 1.4701 3.3528 0.0502
H 1.8884 4.2248 0.5827
H 0.7510 3.6905 -0.7140
H 2.2760 2.7973 -0.4565
C -0.0719 1.4574 -2.7559
C -1.2134 2.5609 -4.6150
C -1.2515 1.9920 -3.3379
C 1.1402 1.5134 -3.4954
C 1.1621 2.0842 -4.7703
C -0.0105 2.6110 -5.3388
H -2.1315 2.9697 -5.0517
H -2.1831 1.9471 -2.7651
H 2.0443 1.0981 -3.0400
H 2.1040 2.1195 -5.3291
H 0.0131 3.0572 -6.3383
C -1.1260 -1.4066 2.8598
O -0.6647 -0.6341 1.7849
C -2.5605 -0.9956 3.2176
H -2.6926 -0.9959 4.3144
H -3.2951 -1.6931 2.7776
H -2.7703 0.0206 2.8426
C -0.1637 -1.2640 4.0447
H -0.4697 -0.4319 4.7031
H 0.8603 -1.0684 3.6806
H -0.1418 -2.1943 4.6353
C 2.1722 -2.3529 1.7156
C 2.6179 -1.3540 0.7155
O 3.8954 -1.3381 0.4131
O 1.8312 -0.4787 0.1094
H 2.6925 -2.1711 2.6786
H 2.4312 -3.3729 1.3643
H 1.0976 -2.2999 1.8596
```

## Properties
ΔE to the lowest compared entry with this formula, charge and spin   93.4 kJ/mol
Total charge   0
Frontier orbital gap (alpha / beta)   7.158 / 7.159 eV

***

# 7
# C17H34AlBBrO12P2

A molecular structure, C17H34AlBBrO12P2 (wB97M-V/def2-TZVPD, the OMol25 dataset).

XYZ file:
```
68
C17H34AlBBrO12P2, DFT wB97M-V/def2-TZVPD
C -1.4214 -0.6722 3.9364
O -2.2236 -0.7064 2.7461
C -2.9644 -1.9550 2.6879
Al -2.9086 -2.9012 0.8884
Br -3.1723 -5.2812 1.3853
C -4.5147 -2.4556 -0.3333
B -5.7141 -2.0197 0.6044
O -6.2185 -2.9222 1.6126
O -6.2931 -0.7231 0.4869
C -1.1384 -2.7379 -0.1085
C -0.3958 -1.4235 0.2514
O 0.5253 -1.4409 1.0589
C -0.8594 -0.0787 -0.3773
C -1.7009 -0.1276 -1.5721
C -2.1131 1.1226 -2.1964
C -1.6847 2.3945 -1.6278
C -0.8680 2.4160 -0.4098
C -0.4360 1.1853 0.2412
H -1.0796 0.3822 4.1407
H -0.5042 -1.3214 3.8176
H -2.0524 -1.0436 4.7909
H -4.0165 -1.7287 3.0599
H -2.5378 -2.6839 3.4452
H -4.2868 -1.6479 -1.0746
H -4.8265 -3.4192 -0.8351
H -5.9452 -2.5475 2.4696
H -6.4248 -0.3835 1.3910
H -1.2495 -2.7876 -1.2319
H -0.4295 -3.5791 0.1423
H -2.0279 -1.0813 -2.0414
H -2.7497 1.0620 -3.1054
H -1.9801 3.3417 -2.1263
H -0.5510 3.3864 0.0421
H 0.1997 1.2040 1.1529
C -0.9098 7.2757 -0.2736
O 0.2829 6.5501 -0.4441
P 1.6198 6.2944 0.5741
O 0.8440 5.2925 1.3952
O 1.5409 7.7952 1.3054
C 1.0377 8.9950 0.7642
O 3.0320 6.0389 1.5029
C 4.1560 6.7774 1.0408
H -1.6789 6.8570 -0.9208
H -1.2586 7.2544 0.7623
H -0.8186 8.2857 -0.6564
H -0.0064 9.0802 1.0590
H 1.2206 9.0711 -0.3153
H 1.5000 9.8697 1.2437
H 4.0068 7.8475 1.1040
H 4.4146 6.4953 0.0102
H 5.0238 6.5129 1.6674
C 3.2157 -4.5683 0.2827
O 2.8704 -4.2531 -1.0440
P 2.5745 -5.2148 -2.4118
O 1.2109 -5.5903 -1.8839
O 3.6751 -6.4053 -1.9962
C 4.8501 -6.2647 -1.2330
O 2.3200 -6.1220 -3.8427
C 3.3938 -6.0282 -4.7678
H 2.8884 -3.7616 0.9371
H 2.7631 -5.5076 0.6120
H 4.2903 -4.5555 0.4275
H 4.6025 -6.4896 -0.1974
H 5.3328 -5.2916 -1.3914
H 5.5821 -7.0459 -1.4856
H 4.3185 -6.4327 -4.3765
H 3.5463 -4.9874 -5.0888
H 3.1225 -6.6004 -5.6710
```

## Properties
Total charge   -1
Frontier orbital gap   3.804 eV